Formula: C41H47B2NO4S2Zr
Source: the Open Molecules 2025 dataset
Level of theory: the ωB97M-V functional and the def2-TZVPD basis

Structure (XYZ):
```
98
Properties=species:S:1:pos:R:3:forces:R:3:lowdin_charge:R:1
Zr 0.83815 -0.20906 -0.35254 1.06 -2.56 -0.50 1.184
C 5.21080 -2.74035 -1.36594 0.00 0.07 0.17 -0.078
C 5.02764 -1.22493 -1.27045 -0.18 -0.02 -0.11 -0.358
C 4.74139 -0.65894 -2.66553 -0.14 -0.05 0.02 -0.052
C 4.02545 -0.77706 -0.20827 0.04 -0.04 0.08 -0.212
C 3.45997 -1.66084 0.71854 -0.12 0.06 -0.03 -0.085
C 2.76752 -1.20606 1.83843 0.00 -0.12 -0.11 -0.059
C 2.64540 0.15883 2.10821 -0.10 0.04 0.01 -0.315
C 2.11697 0.64940 3.42531 0.04 0.02 0.08 -0.025
C 3.12255 1.04361 1.14461 0.09 0.01 -0.27 -0.064
C 3.77063 0.58365 -0.00614 0.17 0.01 0.16 -0.060
H 5.95690 -2.96533 -2.13127 -0.06 0.01 0.04 0.081
H 4.27371 -3.22253 -1.64522 -0.04 -0.04 -0.02 0.062
H 5.56402 -3.17690 -0.42596 -0.06 0.06 -0.09 0.081
H 5.98165 -0.80805 -0.93359 0.06 0.09 0.02 0.143
H 3.84819 -1.13291 -3.08266 -0.01 0.08 0.03 0.086
H 5.58183 -0.87941 -3.32687 -0.03 0.02 0.02 0.083
H 4.59267 0.42304 -2.66702 -0.01 -0.04 0.02 0.071
H 3.56751 -2.72672 0.58221 -0.01 -0.04 -0.04 0.103
H 2.35356 -1.92248 2.53600 -0.04 0.00 -0.02 0.130
H 1.29311 0.02836 3.77025 0.04 0.03 0.02 0.077
H 1.78165 1.68663 3.36505 0.09 -0.08 0.05 0.078
H 2.91424 0.60250 4.17156 0.00 0.01 -0.01 0.096
H 3.04875 2.11030 1.31714 -0.09 -0.01 -0.09 0.128
H 4.17389 1.31395 -0.69415 -0.06 0.01 -0.05 0.119
S 1.24672 -2.56057 -1.36286 0.19 0.60 0.10 0.624
C -0.00750 -2.92335 -2.53194 0.11 -0.23 -0.09 -0.682
C 0.17750 -3.97783 -3.43224 0.02 -0.03 0.00 -0.130
C -0.81287 -4.33497 -4.33231 0.07 0.00 0.01 -0.109
C -2.01585 -3.63572 -4.34317 -0.04 0.09 0.12 -0.111
C -2.20239 -2.58126 -3.46239 0.01 -0.06 -0.06 -0.141
C -1.20371 -2.20877 -2.55621 -0.18 0.15 -0.02 -0.677
S -1.49525 -0.88640 -1.43946 0.61 0.55 0.24 0.645
H 1.11892 -4.51717 -3.41330 -0.08 0.03 0.01 0.094
H -0.64831 -5.15734 -5.02058 -0.01 0.06 0.06 0.096
H -2.81112 -3.91971 -5.02357 0.06 0.04 0.01 0.094
H -3.13854 -2.03261 -3.45650 0.03 -0.03 0.00 0.088
C -2.58220 2.26972 -4.33596 -0.06 0.01 0.10 0.016
N -2.33135 2.86789 -2.99191 -0.03 -0.35 0.02 -0.163
C -3.40079 2.47129 -2.01719 0.18 0.05 -0.10 0.023
C -0.91297 2.50648 -2.56388 -0.12 0.05 0.31 -0.107
C -0.59467 2.89564 -1.15083 0.14 0.22 0.18 -0.256
C -0.82942 4.23110 -0.81304 0.00 0.03 0.01 -0.072
C -0.53769 4.72311 0.44700 -0.09 0.11 -0.10 -0.092
C 0.00658 3.85134 1.37389 0.08 -0.02 0.04 -0.079
C 0.24494 2.53181 1.02069 -0.10 -0.03 -0.01 -0.137
C -0.01821 1.97549 -0.24830 -0.45 0.39 0.04 -0.188
H -3.54964 2.59818 -4.70997 0.02 0.02 0.03 0.102
H -2.57081 1.18715 -4.21981 0.01 0.01 0.02 0.109
H -1.78689 2.57048 -5.01321 0.03 0.03 0.01 0.104
H -2.36387 3.87822 -3.07186 -0.01 0.18 -0.05 0.158
H -3.36637 1.39619 -1.89543 0.09 -0.25 0.01 0.075
H -4.36376 2.78499 -2.41750 0.06 0.00 -0.03 0.102
H -3.20912 2.94910 -1.06275 0.07 0.03 0.01 0.100
H -0.26450 3.01677 -3.27676 -0.01 0.01 -0.11 0.138
H -0.82875 1.43943 -2.68908 -0.03 -0.40 -0.08 0.064
H -1.23656 4.92033 -1.55497 0.03 -0.02 0.03 0.106
H -0.73463 5.75881 0.69965 0.02 -0.06 -0.03 0.100
H 0.23695 4.19924 2.37500 -0.01 -0.04 0.00 0.103
H 0.62835 1.88146 1.79777 -0.10 0.06 -0.06 0.044
C -4.78140 -2.10660 6.98291 -0.02 0.00 -0.01 -0.077
C -3.32265 -2.33010 6.58359 0.06 0.00 -0.03 -0.564
C -3.07036 -3.84498 6.53407 -0.01 -0.01 -0.02 -0.053
C -2.42662 -1.70356 7.66514 0.00 -0.02 0.00 -0.051
C -2.99047 -1.69448 5.22782 0.07 0.00 0.00 -0.175
C -3.90604 -0.91077 4.52809 -0.04 0.02 -0.06 -0.033
C -3.59394 -0.29659 3.30893 -0.14 0.02 0.06 0.019
C -2.33023 -0.48804 2.81006 0.11 0.11 -0.28 -0.217
O -1.75134 -0.00784 1.66864 -0.07 0.01 0.22 0.064
B -0.41938 -0.51631 1.59898 -1.84 0.39 1.39 -0.554
O -0.24102 -1.29920 2.77296 0.06 -0.18 -0.04 0.071
C -1.41631 -1.27263 3.48517 0.25 -0.06 0.01 -0.198
C -1.70829 -1.87943 4.68145 0.01 -0.09 0.12 0.057
H -4.97277 -2.59746 7.94027 0.00 0.03 -0.04 0.083
H -5.46678 -2.53008 6.24351 0.03 0.03 0.06 0.088
H -5.00807 -1.04378 7.10130 -0.01 -0.06 0.00 0.084
H -3.33870 -4.30269 7.49202 0.03 0.04 -0.08 0.083
H -2.02063 -4.07501 6.33714 -0.07 0.01 0.00 0.074
H -3.67193 -4.30998 5.74812 0.04 0.02 0.06 0.092
H -2.66723 -2.12052 8.64960 0.03 0.03 -0.10 0.083
H -2.57199 -0.62049 7.70266 0.01 -0.06 0.01 0.089
H -1.36966 -1.89603 7.46305 -0.07 0.02 0.02 0.078
H -4.90303 -0.76528 4.92553 0.09 0.00 -0.04 0.095
H -4.32396 0.30285 2.77904 0.04 -0.01 0.03 0.116
H -0.95841 -2.48671 5.17728 -0.06 0.05 -0.02 0.123
O 2.29131 2.15093 -2.42234 0.08 -0.08 -0.13 0.084
B 1.65803 0.87261 -2.26893 0.14 1.33 -1.39 -0.553
O 1.28919 0.46459 -3.58589 0.10 0.00 -0.01 0.083
C 1.65863 1.45027 -4.45584 -0.05 -0.21 0.09 -0.243
C 1.47652 1.51210 -5.81934 -0.06 -0.02 -0.17 0.001
C 1.92893 2.66575 -6.46839 -0.01 -0.06 0.01 -0.100
C 2.53830 3.69640 -5.76024 0.01 0.01 0.05 -0.099
C 2.72171 3.61509 -4.37632 0.01 0.11 -0.03 0.002
C 2.26685 2.47582 -3.75001 0.10 -0.04 0.19 -0.244
H 1.01196 0.69378 -6.36081 0.05 0.09 0.07 0.121
H 1.81273 2.75040 -7.54354 0.00 0.00 0.09 0.098
H 2.88237 4.57814 -6.28877 -0.02 -0.06 0.03 0.098
H 3.19426 4.41262 -3.81559 -0.02 -0.04 -0.03 0.118
```
Positions in Å, forces in eV/Å.

## Properties
spin multiplicity: 1
frontier orbital gap: 0.244 Ha
energy above the lowest of the compared OMol25 structures with the same formula, charge and spin: 19.0 kcal/mol
highest occupied orbital energy: -0.2461 Eh